1.
C3H8N4 | ωB97M-V/def2-TZVPD

Each line ends with the Mulliken charge.
CARTESIAN COORDINATES (ANGSTROEM)
C -2.297 0.724 0.013  -1.27
C -1.820 -0.810 -0.046  0.07
C 1.810 0.048 -0.179  0.28
H -3.444 0.806 0.378  0.29
H -2.311 1.223 -0.906  0.36
H -1.916 1.269 0.886  0.42
H -2.526 -1.586 -0.249  0.38
H -0.259 1.001 0.055  0.25
H 1.553 -1.902 0.460  0.29
H 3.294 -1.328 -0.294  0.27
H 3.436 1.353 0.476  0.23
N -0.527 -0.965 -0.227  -0.68
N 0.383 0.025 -0.321  0.13
N 2.297 -1.159 0.104  -0.40
N 2.327 1.301 -0.150  -0.63

Frontier orbital gap (eV): 9.2
HOMO energy (eV): -8.34

2.
C39H46F3IrN6OSTe | ωB97M-V/def2-TZVPD

Each line ends with the Löwdin spin population.
CARTESIAN COORDINATES (ANGSTROEM)
Ir 0.339 -0.403 -0.728  0.53
C -3.798 3.341 1.369  0.00
C -2.567 4.207 1.123  0.00
N -1.316 3.483 1.307  0.00
C -0.540 3.816 2.483  0.00
C -1.257 3.386 3.760  0.01
C -0.944 2.601 0.381  0.00
S 0.645 1.903 0.443  0.02
N -1.730 2.439 -0.655  0.01
C -2.005 1.353 -1.341  0.01
O -1.815 0.177 -0.923  0.03
C -2.667 1.629 -2.640  0.00
C -2.435 2.849 -3.272  0.00
C -3.060 3.142 -4.468  0.00
C -3.921 2.221 -5.047  0.00
C -4.152 1.004 -4.427  0.00
C -3.522 0.703 -3.231  0.00
H -4.691 3.959 1.336  0.00
H -3.736 2.856 2.341  0.00
H -3.886 2.577 0.602  0.00
H -2.557 5.048 1.819  0.00
H -2.592 4.590 0.099  0.00
H -0.378 4.900 2.498  0.00
H 0.437 3.333 2.418  0.00
H -2.213 3.893 3.861  0.00
H -0.644 3.618 4.627  0.00
H -1.433 2.307 3.742  0.01
H -1.767 3.560 -2.809  0.00
H -2.897 4.098 -4.943  0.00
H -4.418 2.460 -5.976  0.00
H -4.834 0.294 -4.871  0.00
H -3.720 -0.235 -2.735  0.00
C 1.243 -3.460 1.934  -0.02
C 2.094 -2.374 1.238  0.00
C 2.855 -3.042 0.072  0.01
C 3.139 -1.836 2.234  0.01
N 1.257 -1.330 0.822  0.06
H 1.866 -4.312 2.188  0.00
H 0.446 -3.789 1.271  0.00
H 0.798 -3.062 2.845  0.00
H 3.598 -3.735 0.463  0.00
H 3.361 -2.290 -0.529  0.00
H 2.165 -3.599 -0.553  0.00
H 3.747 -2.652 2.612  0.00
H 2.640 -1.350 3.070  0.00
H 3.779 -1.109 1.739  0.00
Te -0.055 -0.158 2.832  0.22
C -0.394 -1.320 4.599  0.02
C -1.677 -1.796 4.849  0.01
C -1.922 -2.557 5.979  0.00
C -0.895 -2.840 6.867  0.01
C 0.385 -2.366 6.621  0.00
C 0.641 -1.631 5.478  0.01
C 1.423 1.026 3.812  0.01
C 1.254 1.368 5.151  0.01
C 2.172 2.195 5.772  0.00
C 3.243 2.710 5.059  0.01
C 3.406 2.375 3.725  0.00
C 2.507 1.526 3.105  0.00
H -2.483 -1.555 4.165  0.00
H -2.916 -2.932 6.170  0.00
H -1.087 -3.429 7.752  0.00
H 1.185 -2.576 7.316  0.00
H 1.649 -1.289 5.279  0.00
H 0.418 0.984 5.716  0.00
H 2.043 2.444 6.815  0.00
H 3.935 3.383 5.537  0.00
H 4.235 2.774 3.160  0.00
H 2.646 1.248 2.071  0.00
F 0.602 1.524 -7.780  0.00
C 0.368 0.330 -7.229  0.00
F 1.375 -0.481 -7.617  0.00
F -0.744 -0.153 -7.790  0.00
C 0.279 0.381 -5.727  0.00
C 1.147 1.180 -4.989  0.00
C 1.061 1.134 -3.609  0.00
N 0.210 0.336 -2.967  0.00
C -0.643 -0.397 -3.683  0.00
C -0.649 -0.413 -5.061  0.00
H 1.871 1.809 -5.480  0.00
H 1.689 1.761 -2.991  0.00
H -1.342 -0.999 -3.125  0.00
H -1.344 -1.028 -5.608  0.00
C 2.915 -3.600 -5.086  0.00
C 1.940 -3.312 -4.007  0.00
C 0.793 -3.954 -3.582  0.00
C 0.314 -3.205 -2.494  0.00
N 1.116 -2.169 -2.279  0.01
N 2.087 -2.240 -3.200  0.00
C -0.867 -3.423 -1.620  0.00
H 2.709 -4.568 -5.532  0.00
H 3.927 -3.599 -4.684  0.00
H 2.862 -2.842 -5.867  0.00
H 0.361 -4.844 -3.991  0.00
H 2.834 -1.563 -3.201  0.00
H -0.833 -4.411 -1.163  0.00
H -1.797 -3.347 -2.182  0.00
H -0.867 -2.656 -0.835  0.00

Frontier orbital gap (spin up / spin down) (eV): 6.4 / 6.5
HOMO energy (spin up / spin down) (eV): -9.58 / -10.07
Total charge: +1
Multiplicity: 2

3.
C8H18N3S | ωB97M-V/def2-TZVPD

Each line ends with the Mulliken charge.
CARTESIAN COORDINATES (ANGSTROEM)
C -0.767 0.762 -0.771  -0.64
C 0.897 -1.015 -1.268  -0.88
C -2.855 0.705 2.256  -0.45
C 0.717 0.608 -1.318  1.42
C -1.500 0.897 2.685  0.61
C 0.964 1.276 -2.677  -1.58
C 1.599 1.151 -0.325  -1.63
C -0.311 -2.731 0.004  -0.73
N -0.858 -0.305 0.271  -0.61
N -0.774 0.518 3.711  -0.32
N 0.177 -1.275 0.037  0.20
S -2.096 2.360 1.987  -0.05
H -0.914 1.659 -0.216  0.18
H -1.438 0.724 -1.600  0.34
H 0.307 -1.376 -2.258  0.39
H 1.942 -1.408 -1.307  0.31
H -2.857 0.251 1.234  0.26
H -3.638 0.406 2.981  0.35
H 1.834 0.703 -3.193  0.34
H 1.267 2.290 -2.509  0.40
H 0.135 1.202 -3.371  0.40
H 2.658 0.843 -0.552  0.30
H 1.447 0.634 0.609  0.36
H 1.555 2.302 -0.447  0.40
H 0.609 -3.289 0.223  0.38
H -1.113 -2.828 0.760  0.28
H -0.621 -2.918 -1.023  0.27
H -0.255 1.073 4.292  0.22
H -0.741 -0.368 4.043  0.23
H 0.878 -1.085 0.660  0.27

Frontier orbital gap (spin up / spin down) (eV): 6.6 / 6.6
HOMO energy (spin up / spin down) (eV): -10.79 / -10.79
Total charge: +1

4.
C16H32AsF6O8S4 | ωB97M-V/def2-TZVPD

Each line ends with the Mulliken charge.
CARTESIAN COORDINATES (ANGSTROEM)
As -12.214 9.248 -18.010  2.00
F -13.244 10.195 -19.200  -0.51
F -12.768 7.742 -18.742  -0.46
F -11.272 8.286 -16.705  -0.53
F -11.732 10.844 -17.231  -0.51
F -13.637 9.297 -16.864  -0.51
F -10.705 9.275 -18.977  -0.48
C -14.474 15.973 -17.796  -0.67
C -13.705 17.279 -17.171  -0.66
C -14.206 18.482 -17.976  -0.60
S -14.644 17.869 -19.695  1.05
O -13.767 18.349 -20.783  -0.64
O -16.132 18.176 -19.833  -0.65
C -14.299 16.049 -19.318  -0.65
H -15.531 16.142 -17.589  0.29
H -14.337 14.975 -17.381  0.42
H -12.633 17.233 -17.365  0.30
H -13.889 17.269 -16.097  0.33
H -13.433 19.250 -17.954  0.37
H -15.146 18.950 -17.683  0.37
H -13.285 15.871 -19.677  0.34
H -14.922 15.415 -19.949  0.40
C -16.882 1.526 -22.468  -0.59
C -15.409 1.902 -22.647  -0.55
C -15.035 2.017 -24.190  -0.67
S -16.515 1.662 -25.197  1.05
O -16.134 0.714 -26.264  -0.64
O -17.149 2.930 -25.354  -0.60
C -17.305 0.758 -23.799  -0.75
H -17.635 2.311 -22.412  0.32
H -17.006 0.899 -21.585  0.34
H -14.755 1.179 -22.160  0.31
H -15.284 2.788 -22.025  0.29
H -14.316 1.223 -24.392  0.32
H -14.543 2.922 -24.546  0.42
H -16.775 -0.179 -23.628  0.31
H -18.349 0.526 -24.010  0.45
C -5.111 11.840 -14.811  -0.72
C -4.771 10.882 -13.668  -0.55
C -3.779 11.425 -12.749  -0.70
S -4.191 13.226 -12.577  1.02
O -3.020 14.105 -12.593  -0.64
O -5.262 13.341 -11.585  -0.61
C -4.973 13.220 -14.289  -0.59
H -6.080 11.747 -15.300  0.32
H -4.580 11.452 -15.680  0.32
H -4.386 9.885 -13.883  0.38
H -5.687 10.725 -13.097  0.28
H -2.862 11.404 -13.338  0.35
H -3.720 10.891 -11.801  0.42
H -4.256 13.916 -14.724  0.34
H -5.835 13.878 -14.173  0.40
C -19.673 10.605 -17.944  -0.70
C -19.242 9.132 -18.162  -0.64
C -19.830 8.246 -16.997  -0.51
S -20.374 9.408 -15.697  1.01
O -19.712 8.967 -14.433  -0.64
O -21.852 9.523 -15.897  -0.63
C -19.535 10.926 -16.488  -0.67
H -20.702 10.697 -18.289  0.33
H -19.143 11.421 -18.434  0.36
H -18.155 9.210 -18.151  0.32
H -19.535 8.887 -19.183  0.32
H -18.973 7.718 -16.580  0.29
H -20.672 7.567 -17.131  0.39
H -18.466 11.054 -16.313  0.37
H -19.985 11.875 -16.197  0.40

Frontier orbital gap (eV): 10.6
HOMO energy (eV): -8.65
Total charge: -1

5.
C21H22N2O4S | ωB97M-V/def2-TZVPD

Each line ends with the Mulliken charge.
CARTESIAN COORDINATES (ANGSTROEM)
O -1.954 1.456 3.622  -0.79
O -2.001 3.307 2.015  -0.70
O 2.473 3.043 2.640  -0.20
O -0.900 -0.972 3.700  -0.67
C 3.807 3.365 2.617  -0.54
C 4.317 3.267 1.358  -0.44
C 3.217 2.900 0.504  -0.51
C 2.101 2.748 1.332  0.11
C 1.964 -3.670 -2.167  -0.80
C -0.555 1.632 -3.235  -0.86
C 1.648 -4.033 -0.874  -0.69
C -1.431 1.911 -2.162  -0.70
C 1.456 -2.447 -2.646  -0.25
C 0.172 0.424 -3.208  -0.47
C 0.809 -3.284 -0.057  -0.86
C -1.590 1.050 -1.075  -0.55
C 0.639 -1.675 -1.814  0.31
C 0.028 -0.413 -2.076  1.24
C 0.310 -2.057 -0.522  0.34
C -0.833 -0.124 -1.020  -0.03
N -0.591 -1.112 -0.047  0.38
N -0.047 1.502 1.790  0.63
C 0.727 2.314 0.845  -0.56
C -1.195 -1.124 1.315  -1.17
C 0.663 0.287 2.294  -1.06
C -0.183 -0.976 2.463  -0.15
C -0.191 3.417 3.939  -0.98
S -1.162 2.406 2.820  1.34
H -1.446 -0.143 3.792  0.52
H 4.407 3.589 3.502  0.43
H 5.381 3.429 1.028  0.35
H 3.209 2.735 -0.595  0.49
H 2.578 -4.318 -2.767  0.41
H -0.446 2.289 -4.083  0.43
H 1.968 -5.006 -0.496  0.35
H -1.993 2.825 -2.215  0.45
H 1.597 -2.161 -3.693  0.32
H 0.833 0.138 -4.018  0.37
H 0.546 -3.587 0.942  0.40
H -2.228 1.317 -0.254  0.34
H 0.862 1.778 -0.058  -0.12
H 0.148 3.218 0.599  0.67
H -1.946 -0.336 1.372  0.37
H -1.705 -2.083 1.436  0.37
H 1.125 0.557 3.269  0.37
H 1.493 0.081 1.597  0.61
H 0.477 -1.846 2.385  0.50
H 0.204 4.250 3.345  0.29
H 0.557 2.758 4.329  0.21
H -0.861 3.833 4.690  0.51

Frontier orbital gap (eV): 8.4
HOMO energy (eV): -7.89

6.
H16KNO11 | ωB97M-V/def2-TZVPD

Each line ends with the Mulliken charge.
CARTESIAN COORDINATES (ANGSTROEM)
K -0.526 -2.883 -1.834  0.94
N -0.030 -0.106 0.240  0.93
O 0.838 -0.852 -0.261  -0.83
O -0.471 0.840 -0.433  -0.52
O -0.483 -0.331 1.375  -0.77
O 1.214 1.702 2.559  -0.62
H 0.479 1.081 2.629  0.30
H 0.807 2.541 2.324  0.31
O 0.711 3.425 -1.159  -0.65
H 1.284 3.285 -1.919  0.33
H 0.499 2.532 -0.859  0.37
O -1.944 2.380 -2.454  -0.64
H -1.911 1.846 -1.654  0.32
H -1.413 3.155 -2.231  0.34
O 1.858 0.422 -2.647  -0.62
H 1.996 -0.416 -3.096  0.27
H 1.343 0.199 -1.854  0.36
O 3.959 -1.488 -0.113  -0.63
H 3.183 -0.988 -0.390  0.36
H 4.696 -1.056 -0.553  0.31
O -1.297 -1.681 3.864  -0.62
H -1.110 -1.085 3.130  0.41
H -1.267 -1.127 4.649  0.31
O -2.754 -1.034 -1.058  -0.53
H -2.477 -0.361 -0.422  0.27
H -3.709 -0.946 -1.114  0.28
O -0.896 -3.229 0.891  -0.62
H -1.752 -3.524 1.217  0.33
H -0.829 -2.301 1.172  0.35

Frontier orbital gap (eV): 9.4
HOMO energy (eV): -10.42